# 1
The following is a quantum chemistry calculation of a structure of composition C11H22AlBBr2F4N3O4P in a non-equilibrium geometry, from OMol25.

Structure (XYZ):
```
49
Properties=species:S:1:pos:R:3:mulliken_charge:R:1
C 6.34 0.37 0.85 -1.03
C 5.70 1.32 -0.26 -0.49
C 4.38 0.67 -0.90 -0.67
C 3.05 1.42 -0.46 -0.46
N 2.21 0.60 0.48 -0.86
N 0.88 1.00 0.30 0.63
C 0.56 2.40 0.47 -0.47
C -0.84 2.37 0.15 0.51
P -1.72 4.03 0.17 -0.11
O -2.49 4.30 1.65 -0.47
O -2.75 4.20 -1.14 -0.37
N -1.34 1.08 -0.17 0.44
C -2.69 0.65 -0.56 -0.78
Br -2.80 0.88 -2.53 -0.01
C -3.87 1.32 0.29 0.07
C -4.66 0.20 1.11 -1.37
Br -5.23 2.07 -0.96 -0.09
C -0.21 0.26 -0.05 0.16
B -0.11 -1.35 -0.32 0.49
O 0.29 -2.21 0.74 -0.46
O -0.45 -1.83 -1.57 -0.44
C -0.83 -3.23 -1.53 -0.60
H 5.50 -0.16 1.38 0.27
H 7.04 -0.36 0.36 0.28
H 6.97 0.98 1.55 0.31
H 5.49 2.31 0.22 0.30
H 6.48 1.50 -1.05 0.35
H 4.50 0.84 -2.02 0.32
H 4.34 -0.44 -0.74 0.37
H 2.50 1.67 -1.41 0.29
H 3.39 2.38 0.04 0.28
H 2.52 0.83 1.43 0.29
H 1.25 3.23 0.73 0.45
H -3.34 4.75 1.50 0.31
H -3.12 5.11 -1.08 0.33
H -2.77 -0.46 -0.38 0.53
H -3.53 2.08 1.05 0.39
H -5.45 0.68 1.76 0.38
H -5.23 -0.45 0.39 0.41
H -3.94 -0.42 1.72 0.39
H 1.26 -2.21 0.82 0.29
H -1.48 -3.50 -2.42 0.33
H 0.09 -3.88 -1.61 0.24
H -1.39 -3.53 -0.60 0.28
F -1.33 -6.05 -0.20 -0.44
Al -2.90 -6.30 0.52 0.76
F -2.73 -7.23 1.99 -0.43
F -3.93 -7.16 -0.60 -0.44
F -3.62 -4.74 0.89 -0.44
```

Computed properties:
**HOMO level**: -9.77 eV
**Charge**: 0
**Kohn-Sham gap**: 8.1 eV

# 2
The following is a quantum chemistry calculation of a cluster of 3 separate species, C4H11NO2 in total in a non-equilibrium geometry, from OMol25.

Structure (XYZ):
```
18
Properties=species:S:1:pos:R:3:mulliken_charge:R:1
H 1.61 1.55 1.34 0.13
N 0.79 1.42 0.75 -0.50
C 0.46 2.46 0.08 0.05
O -0.56 2.50 -0.72 -0.58
H 1.05 3.38 0.08 0.36
H -1.15 1.55 -0.68 0.46
C -1.73 -0.25 0.46 -0.35
O -1.83 0.35 -0.62 -0.55
H -1.47 0.30 1.38 0.38
H -2.21 -1.22 0.59 0.41
C 0.47 -1.42 0.41 -0.70
C 0.68 -1.63 -1.08 -0.89
H -0.22 -2.16 0.83 0.33
H 1.40 -1.59 0.96 0.37
H 0.48 -0.22 0.64 0.21
H 1.00 -2.65 -1.31 0.34
H -0.23 -1.43 -1.64 0.27
H 1.45 -0.95 -1.46 0.25
```

Computed properties:
**Energy above the lowest of the compared OMol25 structures with the same formula, charge and spin**: 2.947 eV
**SMILES**: [H]/N=C/O.C=O.CC
**HOMO level**: -9.33 eV
**Charge**: 0
**Kohn-Sham gap**: 9.8 eV

# 3
The following is a quantum chemistry calculation of the ion C9H18N3 with charge +1 in a non-equilibrium geometry, from OMol25.

Structure (XYZ):
```
30
Properties=species:S:1:pos:R:3:mulliken_charge:R:1
C 3.54 -0.07 1.04 -1.01
C 2.89 0.19 -0.36 -0.68
C 1.33 0.44 -0.11 -0.60
C 0.58 -0.83 0.44 -0.37
C -0.25 -1.51 -0.73 -0.78
C -1.73 -1.88 -0.35 -0.58
C -2.76 -0.68 -0.36 -0.63
N -2.19 0.65 -0.08 0.24
C -2.06 1.28 1.16 -0.09
N -1.51 2.48 1.11 -0.51
N -1.26 2.63 -0.21 0.31
C -1.67 1.58 -0.93 -0.20
H 4.63 0.19 1.00 0.34
H 3.38 -1.14 1.32 0.29
H 3.04 0.53 1.84 0.27
H 3.00 -0.65 -1.09 0.30
H 3.25 1.11 -0.88 0.37
H 0.93 0.76 -1.11 0.27
H 1.16 1.28 0.61 0.33
H -0.14 -0.61 1.27 0.29
H 1.30 -1.58 0.85 0.33
H -0.27 -0.92 -1.68 0.34
H 0.26 -2.48 -0.96 0.41
H -2.09 -2.60 -1.14 0.36
H -1.81 -2.45 0.61 0.33
H -3.32 -0.71 -1.32 0.37
H -3.50 -0.89 0.46 0.27
H -2.34 0.89 2.16 0.42
H -0.81 3.49 -0.52 0.24
H -1.55 1.49 -2.02 0.40
```

Computed properties:
**Energy above the lowest of the compared OMol25 structures with the same formula, charge and spin**: 0.698 eV
**SMILES**: CCCCCCCn1cn[nH+]c1
**HOMO level**: -13.79 eV
**Charge**: +1
**Kohn-Sham gap**: 10.2 eV

# 4
The following is a quantum chemistry calculation of a cluster of 2 separate species, C4H12 in total, from OMol25.

Structure (XYZ):
```
16
Properties=species:S:1:pos:R:3:mulliken_charge:R:1
C -1.27 0.83 1.43 -0.71
C -1.81 2.27 1.42 -0.82
H -1.55 0.34 2.36 0.31
H -1.72 0.23 0.66 0.27
H -0.19 0.83 1.34 0.15
H -2.47 2.46 0.58 0.26
H -2.31 2.53 2.35 0.26
H -1.00 2.99 1.29 0.28
C 1.84 -1.64 -0.74 -0.73
C 1.24 -1.46 -2.12 -0.83
H 2.92 -1.77 -0.75 0.30
H 1.71 -0.76 -0.11 0.16
H 1.44 -2.48 -0.18 0.27
H 0.38 -2.11 -2.26 0.26
H 1.96 -1.66 -2.92 0.29
H 0.86 -0.45 -2.31 0.27
```

Computed properties:
**Energy above the lowest of the compared OMol25 structures with the same formula, charge and spin**: 0.267 eV
**SMILES**: CC.CC
**HOMO level**: -11.75 eV
**Charge**: 0
**Kohn-Sham gap**: 12.9 eV

Short version: LUMO level = -1.66; 0.44; -3.57; 1.14 eV, in the order given.